Molecular formula: C31H62NO20P5S
Method: DFT, ωB97M-V/def2-TZVPD

Geometry (Å):
C (-0.18164, -2.42112, 2.31091)
C (1.22471, -2.74044, 1.63675)
C (1.50529, -1.93270, 0.31347)
C (2.00988, -0.45487, 0.52815)
C (1.07916, 0.44788, 1.39337)
C (1.62153, 1.05485, 2.61999)
C (0.76767, 1.86973, 3.47737)
C (-0.62433, 2.14335, 3.15156)
C (-1.19656, 1.55151, 1.94689)
C (-0.32157, 0.71801, 1.09946)
S (-1.17248, 0.00763, -0.35984)
C (-2.77352, -0.46193, 0.39298)
C (-3.42732, -1.71830, 0.09675)
C (-4.68652, -2.04078, 0.76526)
C (-5.22561, -1.06002, 1.69996)
C (-4.56678, 0.22426, 1.98522)
C (-3.30211, 0.53965, 1.34018)
N (-2.58658, 1.77344, 1.57503)
H (-0.68061, -3.39022, 2.60685)
H (-0.89228, -1.91933, 1.61073)
H (-0.03114, -1.81536, 3.23959)
H (2.06642, -2.68765, 2.37827)
H (1.16584, -3.84022, 1.33122)
H (0.60346, -2.02587, -0.33890)
H (2.33659, -2.47563, -0.22945)
H (3.00427, -0.51055, 1.04352)
H (2.10998, 0.03490, -0.47611)
H (2.68786, 0.83075, 2.85958)
H (1.22677, 2.28168, 4.40966)
H (-1.21239, 2.78355, 3.85031)
H (-2.90505, -2.40382, -0.61752)
H (-5.18711, -3.01990, 0.56540)
H (-6.17900, -1.29107, 2.23135)
H (-5.05570, 0.93760, 2.69757)
H (-3.04145, 2.26218, 2.35348)
C (4.51038, -5.68878, -0.38658)
O (3.96224, -5.72677, 0.93971)
P (2.87814, -6.99980, 1.29493)
O (2.76486, -6.51055, 2.72421)
O (4.08865, -8.09743, 1.12584)
C (5.16426, -8.09470, 2.05631)
O (1.75851, -8.24691, 1.56720)
C (2.05135, -9.21870, 2.55697)
H (4.39179, -4.68142, -0.78778)
H (5.57353, -5.92820, -0.33714)
H (4.01438, -6.39387, -1.05354)
H (5.16850, -7.20908, 2.69234)
H (6.10366, -8.12962, 1.50102)
H (5.09301, -8.98731, 2.67992)
H (2.54214, -8.78934, 3.43054)
H (2.67742, -10.00468, 2.12934)
H (1.10960, -9.66926, 2.87504)
C (1.56334, 5.21377, -6.15982)
O (1.77068, 3.82709, -5.83907)
P (1.13345, 3.27463, -4.36157)
O (1.56774, 1.84923, -4.59823)
O (-0.39458, 3.55923, -4.89390)
C (-0.93925, 2.73310, -5.91416)
O (0.56598, 3.01826, -2.78834)
C (-0.49094, 2.09149, -2.59496)
H (2.51645, 5.65293, -6.45704)
H (0.86420, 5.28378, -6.99389)
H (1.16867, 5.77058, -5.31005)
H (-0.18939, 2.09757, -6.38630)
H (-1.38460, 3.37344, -6.67829)
H (-1.72232, 2.10783, -5.48162)
H (-0.40465, 1.22182, -3.24800)
H (-1.45143, 2.58598, -2.76068)
H (-0.45684, 1.75295, -1.55585)
C (-3.46567, 4.88149, 0.39734)
O (-4.70439, 4.78825, 1.12123)
P (-4.71094, 5.38663, 2.71442)
O (-6.17864, 5.10246, 2.91622)
O (-4.43816, 6.90852, 2.16350)
C (-5.47154, 7.58865, 1.46171)
O (-4.41535, 5.88025, 4.30476)
C (-5.11877, 7.00335, 4.80475)
H (-3.24469, 3.91050, -0.04576)
H (-3.57376, 5.61996, -0.39823)
H (-2.63890, 5.16977, 1.04656)
H (-6.29720, 6.93145, 1.18722)
H (-5.04867, 8.01622, 0.55059)
H (-5.84796, 8.39992, 2.08701)
H (-6.14930, 7.03590, 4.45048)
H (-4.59916, 7.92148, 4.52250)
H (-5.12422, 6.93336, 5.89309)
C (6.49639, 6.39776, -5.58854)
O (5.33112, 6.87328, -6.28003)
P (5.07566, 8.56368, -6.30068)
O (3.84474, 8.38194, -7.16377)
O (6.43563, 8.75293, -7.20401)
C (6.46610, 8.24147, -8.53105)
O (4.88715, 10.24931, -6.23827)
C (4.90650, 10.97836, -7.45176)
H (6.20119, 5.59441, -4.91269)
H (7.20504, 6.00477, -6.31861)
H (6.97731, 7.18617, -5.00975)
H (5.62249, 7.58610, -8.74927)
H (7.39032, 7.67579, -8.66396)
H (6.46436, 9.07832, -9.23136)
H (4.40495, 10.44659, -8.26045)
H (5.93780, 11.19946, -7.73515)
H (4.38891, 11.92268, -7.27880)
C (-1.73717, -7.79296, 3.25686)
O (-1.56637, -9.12944, 3.75570)
P (-2.17071, -9.42170, 5.31967)
O (-1.80774, -10.88530, 5.28874)
O (-3.70437, -9.15620, 4.79551)
C (-4.31612, -10.10438, 3.93064)
O (-2.68937, -9.41050, 6.92893)
C (-3.77227, -10.24624, 7.29443)
H (-0.78127, -7.43706, 2.86954)
H (-2.46661, -7.80661, 2.44586)
H (-2.07772, -7.11248, 4.03703)
H (-3.60828, -10.83599, 3.53993)
H (-4.76389, -9.56947, 3.09070)
H (-5.10630, -10.62217, 4.47697)
H (-3.74311, -11.20769, 6.78119)
H (-4.71748, -9.74094, 7.08444)
H (-3.70823, -10.42047, 8.36914)

Forces on the atoms, in the same order (eV/Å):
C 0.402 -0.562 0.229
C -0.774 -0.871 -0.513
C 0.673 -0.639 0.413
C -0.994 0.034 0.006
C -0.804 0.986 1.684
C -2.199 0.076 -0.858
C -0.015 -0.720 -1.430
C 1.221 -1.226 -1.042
C 2.407 -0.151 0.565
C -0.474 0.613 1.006
S -0.744 -0.466 1.295
C -0.600 0.652 1.162
C -0.476 1.261 1.310
C 1.218 1.962 0.308
C 1.232 0.326 -0.749
C 0.630 -1.464 -1.169
C -1.537 -2.285 -0.689
N 0.653 -1.420 0.818
H 0.567 0.992 -0.146
H 0.729 -0.276 0.620
H -0.376 -0.322 -0.851
H -0.747 0.149 -0.692
H 0.284 1.358 0.343
H 0.758 0.381 0.547
H -0.763 0.620 0.475
H -0.824 0.206 -0.576
H 0.189 -0.410 0.814
H -1.094 0.387 -0.024
H -0.648 -0.316 -0.947
H 0.377 -0.660 -0.759
H -0.729 0.615 0.797
H 0.442 1.141 0.287
H 0.938 0.276 -0.540
H 0.595 -0.738 -0.752
H 0.145 -0.156 -0.493
C 0.265 0.334 -0.158
O -2.122 -0.416 -2.797
P 3.866 -1.814 8.319
O -0.772 0.855 -0.795
O -0.741 -0.333 -0.851
C 0.592 0.304 -0.084
O -1.617 1.484 -3.174
C 0.698 -0.723 0.007
H -0.014 -0.056 0.012
H -0.032 -0.053 0.000
H 0.180 0.018 -0.059
H -0.159 -0.002 -0.052
H -0.031 -0.020 0.024
H -0.111 -0.005 -0.058
H -0.009 0.226 -0.143
H 0.019 0.010 0.088
H -0.134 0.230 -0.246
C 0.245 0.329 -0.373
O 0.670 1.965 2.774
P -3.721 -7.264 -3.085
O 0.831 1.048 0.361
O 0.058 0.552 0.803
C -0.012 0.148 -0.579
O 2.466 3.004 0.254
C -0.651 0.190 -0.275
H -0.061 0.012 0.031
H -0.034 -0.028 0.070
H -0.074 0.083 -0.164
H 0.073 0.031 0.140
H -0.004 -0.022 0.035
H 0.051 0.022 0.082
H 0.181 0.083 -0.055
H -0.020 -0.094 -0.004
H 0.350 0.614 -0.457
C 0.191 -0.171 -0.549
O 2.650 -1.070 2.035
P -7.428 4.675 -0.638
O 1.038 -0.978 0.012
O 0.773 -0.190 0.633
C -0.054 0.038 -0.621
O 2.644 -2.732 -0.667
C -0.011 0.863 -0.274
H 0.011 0.037 0.094
H -0.029 0.057 0.095
H 0.051 0.052 -0.181
H 0.066 -0.084 0.122
H -0.007 0.001 0.045
H 0.045 -0.060 0.069
H 0.058 -0.183 -0.101
H -0.084 -0.004 -0.013
H 0.148 -0.274 -0.086
C 0.113 -0.450 0.085
O 0.614 1.216 3.241
P -1.938 0.264 -9.084
O -0.328 -0.339 1.371
O 0.286 0.596 0.861
C 0.265 -0.600 -0.163
O 0.277 -0.696 3.779
C 0.740 0.067 -0.575
H 0.009 0.051 -0.030
H -0.002 0.061 0.000
H 0.129 -0.115 -0.064
H -0.056 0.082 0.126
H -0.026 0.034 -0.013
H -0.023 0.059 0.104
H -0.034 -0.151 0.159
H -0.055 -0.001 -0.075
H -0.026 -0.142 0.303
C 0.228 0.328 -0.478
O 0.846 2.338 2.421
P -4.127 -7.576 -1.777
O 0.910 1.060 0.168
O 0.114 0.700 0.728
C -0.019 0.050 -0.609
O 2.556 2.861 -0.214
C -0.851 -0.010 -0.300
H -0.026 -0.033 0.051
H -0.037 -0.030 0.074
H -0.068 0.079 -0.181
H 0.078 0.050 0.133
H -0.005 -0.014 0.041
H 0.055 0.036 0.074
H 0.178 0.082 -0.086
H 0.006 -0.083 -0.024
H 0.267 0.177 -0.056

Results
- orbital gap (eV) = 5.0520
- DFT total energy (eV) = -132859.2373
- SMILES = CCCCc1cccc2c1Sc1ccccc1N2.COP(=O)(OC)OC.COP(=O)(OC)OC.COP(=O)(OC)OC.COP(=O)(OC)OC.COP(=O)(OC)OC
- multiplicity = 1
- highest occupied orbital energy (eV) = -7.98

Löwdin population analysis, charges in e, atoms 1 to 99: -0.099, -0.231, -0.228, -0.151, -0.201, -0.035, -0.076, -0.027, -0.213, -0.339, 1.002, -0.409, -0.093, -0.082, -0.079, -0.011, -0.229, 0.055, 0.070, 0.032, 0.074, 0.111, 0.094, 0.069, 0.103, 0.113, 0.121, 0.105, 0.100, 0.103, 0.108, 0.099, 0.098, 0.111, 0.113, -0.125, -0.262, 0.719, -0.275, -0.300, -0.107, -0.306, -0.124, 0.080, 0.088, 0.079, 0.090, 0.088, 0.089, 0.087, 0.088, 0.088, -0.113, -0.245, 0.690, -0.278, -0.303, -0.110, -0.293, -0.166, 0.073, 0.090, 0.080, 0.088, 0.086, 0.087, 0.085, 0.091, -0.013, -0.125, -0.245, 0.678, -0.272, -0.301, -0.107, -0.297, -0.130, 0.071, 0.089, 0.080, 0.089, 0.087, 0.088, 0.086, 0.086, 0.094, -0.124, -0.265, 0.726, -0.273, -0.303, -0.107, -0.297, -0.132, 0.085, 0.089, 0.078, 0.089, 0.088